(1)
{
  "formula": "C9H9Cl3P",
  "method": "ωB97M-V/def2-TZVPD",
  "symbols": ["C", "C", "C", "C", "C", "C", "C", "C", "C", "P", "Cl", "Cl", "Cl", "H", "H", "H", "H", "H", "H", "H", "H", "H"],
  "xyz": [[-3.34559, -0.94194, 0.18388], [-2.36680, -1.91824, 0.11246], [-3.13533, 0.39707, -0.19759], [-1.02961, -1.46216, 0.07054], [-1.74772, 0.85958, -0.16840], [-0.64850, -0.06495, -0.04860], [1.96813, -0.73211, 0.02565], [0.70096, 0.37687, 0.08415], [1.00662, 1.81901, 0.27337], [3.55473, -0.11559, 0.01924], [4.14818, 0.53513, 1.77316], [4.81333, -1.61357, -0.45046], [3.94441, 1.31879, -1.27159], [-4.35732, -1.14922, 0.05406], [-2.68824, -2.95355, 0.08841], [-3.91733, 1.09382, -0.54216], [-0.26799, -2.27332, 0.04400], [-1.49559, 1.88612, -0.45809], [1.83197, -1.51623, -0.67906], [1.97543, 2.02561, 0.64955], [0.32504, 2.04334, 0.99677], [0.73121, 2.38553, -0.55931]],
  "forces_ev_per_angstrom": [[0.0, 1.8, -2.5], [1.4, 1.5, 0.6], [3.9, 0.8, 0.8], [0.2, -1.1, -0.5], [-1.3, -0.8, -1.0], [-2.0, -1.2, 0.8], [-4.1, 4.6, 0.2], [4.5, -3.9, -1.0], [0.5, -2.3, 0.2], [0.0, -1.3, -0.2], [0.1, 0.3, 0.2], [-0.6, 0.6, 0.1], [0.3, 0.5, -0.3], [-1.7, -1.2, 0.6], [0.5, 0.0, 0.2], [0.3, -0.6, 0.7], [-0.3, 1.0, 0.2], [-0.4, -0.3, 0.3], [-0.2, -0.9, -0.1], [0.9, 0.2, 0.0], [-1.8, 1.4, 2.3], [-0.1, 0.9, -1.6]],
  "mulliken_charge": [-0.605, -0.556, -0.396, -0.189, -0.361, 0.477, -0.800, 1.358, -1.820, 0.783, -0.096, -0.142, -0.104, 0.377, 0.384, 0.379, 0.206, 0.300, 0.350, 0.453, 0.580, 0.423],
  "lumo_energy_ha": [-0.1942, -0.1943],
  "e_homo_ev": [-12.62, -12.62],
  "de_lowest_kj_mol": 0.00,
  "charge": 1
}

---

(2)
{
  "formula": "C9H9ClF2N2",
  "method": "ωB97M-V/def2-TZVPD",
  "symbols": ["C", "C", "C", "C", "C", "C", "C", "C", "C", "N", "N", "F", "F", "Cl", "H", "H", "H", "H", "H", "H", "H", "H", "H"],
  "xyz": [[-1.83342, 1.58518, 1.11145], [-0.17329, 1.04023, -0.13138], [-1.12182, 0.08401, -0.29986], [1.70847, 0.19740, -1.26016], [1.49940, -1.08663, -1.17042], [-1.02968, -1.12562, -1.15283], [0.27568, -1.84808, -0.88260], [0.33565, -2.47076, 0.56733], [0.15264, 3.01733, 1.29224], [-2.09434, 0.43214, 0.54953], [-0.60217, 2.02359, 0.66065], [2.57548, -1.94020, -1.64361], [-1.07036, -0.72497, -2.52860], [2.84920, 1.29907, -1.54449], [-2.48878, 2.11062, 1.73035], [-1.87882, -1.77662, -1.07886], [0.50173, -2.69615, -1.48425], [1.18468, -3.28867, 0.54142], [-0.60787, -2.93538, 0.92260], [0.71610, -1.74822, 1.36468], [0.16171, 2.81041, 2.37999], [1.17503, 2.98492, 0.83027], [-0.23524, 4.05644, 1.22658]],
  "forces_ev_per_angstrom": [[1.2, -1.6, -1.9], [3.8, -2.4, -3.5], [0.9, 0.9, 0.8], [-3.9, 1.3, 2.9], [2.2, -0.5, -1.3], [0.5, 0.6, -1.0], [0.3, -0.8, 1.8], [2.1, -0.5, 0.8], [1.9, 1.7, 0.9], [-3.2, -0.3, 0.7], [-1.5, -0.6, 0.3], [-1.8, 1.3, 0.9], [0.2, -0.2, 0.7], [1.4, 0.8, -0.6], [-0.6, 0.8, 1.0], [-0.4, -0.4, 0.6], [-0.9, -0.8, -1.1], [-1.8, 1.4, 0.1], [0.5, 0.3, -0.5], [-0.8, -0.6, -1.2], [0.5, 0.0, -0.5], [-0.8, 0.2, 0.8], [0.0, -0.7, -0.5]],
  "mulliken_charge": [-0.422, 0.141, 0.060, 0.199, 0.256, -0.126, 0.094, -1.279, -0.832, -0.677, 0.182, -0.342, -0.347, -0.151, 0.486, 0.492, 0.408, 0.365, 0.343, 0.278, 0.332, 0.269, 0.269],
  "lumo_energy_ha": -0.0244,
  "e_homo_ev": -8.81,
  "de_lowest_kj_mol": 206.52
}

---

(3)
{
  "formula": "C9H9F2N3",
  "method": "ωB97M-V/def2-TZVPD",
  "symbols": ["C", "N", "C", "C", "F", "C", "C", "C", "C", "C", "C", "F", "N", "N", "H", "H", "H", "H", "H", "H", "H", "H", "H"],
  "xyz": [[-3.23465, 0.92352, -0.05434], [-2.33618, -0.04343, -0.46324], [-1.26255, -0.44183, 0.52837], [-0.20668, -1.33458, -0.57038], [-0.18323, -2.62062, -0.11789], [1.20408, -0.70553, -0.55326], [2.29680, -1.40491, -0.08524], [3.46465, -0.75390, 0.19752], [3.55484, 0.57160, -0.08059], [2.57329, 1.14747, -0.93770], [1.37559, 0.52954, -1.09997], [0.29764, 1.11806, -1.71595], [-1.11585, -1.28644, -1.75544], [-2.13656, -0.65009, -1.59908], [-2.92281, 1.95152, -0.13048], [-4.15123, 0.91548, -0.66181], [-3.55772, 0.63436, 0.95394], [-1.53117, -1.27593, 1.28983], [-0.81557, 0.55529, 1.04448], [2.14048, -2.44789, 0.05056], [4.09338, -1.42748, 0.77686], [4.33062, 1.25716, 0.25563], [2.74583, 2.10431, -1.28650]],
  "forces_ev_per_angstrom": [[-3.1, 0.3, -0.3], [4.1, -2.4, 3.0], [1.8, 0.0, -0.6], [-2.5, 2.8, 2.3], [0.3, 0.0, -0.1], [-2.1, -2.2, -1.2], [-1.7, 0.2, -0.6], [0.2, -1.5, 1.3], [-0.2, 1.5, -1.4], [0.8, -0.7, 1.7], [-0.8, 0.6, -0.3], [1.1, -0.1, 0.4], [3.0, -1.6, -0.4], [-2.4, 1.6, -1.4], [0.8, 0.4, 0.3], [0.2, -0.3, 0.0], [0.1, 0.6, -0.1], [-0.1, 1.7, -1.1], [-0.8, -2.6, -1.2], [0.2, -0.6, 0.6], [0.9, 0.9, -0.1], [0.2, -0.5, -0.2], [0.1, 1.9, -0.7]],
  "mulliken_charge": [-0.916, 0.623, -0.826, 0.901, -0.324, 0.144, -0.347, -0.460, -0.631, -0.464, 0.235, -0.266, -0.570, -0.415, 0.313, 0.333, 0.334, 0.354, 0.260, 0.499, 0.338, 0.386, 0.501],
  "lumo_energy_ha": 0.0269,
  "e_homo_ev": -8.76,
  "de_lowest_kj_mol": 20.94
}

---

Q: What is the formula in the first record?
A: C9H9Cl3P

---

Please write out number 1 again, unchanged.
{
  "formula": "C9H9Cl3P",
  "method": "ωB97M-V/def2-TZVPD",
  "symbols": ["C", "C", "C", "C", "C", "C", "C", "C", "C", "P", "Cl", "Cl", "Cl", "H", "H", "H", "H", "H", "H", "H", "H", "H"],
  "xyz": [[-3.34559, -0.94194, 0.18388], [-2.36680, -1.91824, 0.11246], [-3.13533, 0.39707, -0.19759], [-1.02961, -1.46216, 0.07054], [-1.74772, 0.85958, -0.16840], [-0.64850, -0.06495, -0.04860], [1.96813, -0.73211, 0.02565], [0.70096, 0.37687, 0.08415], [1.00662, 1.81901, 0.27337], [3.55473, -0.11559, 0.01924], [4.14818, 0.53513, 1.77316], [4.81333, -1.61357, -0.45046], [3.94441, 1.31879, -1.27159], [-4.35732, -1.14922, 0.05406], [-2.68824, -2.95355, 0.08841], [-3.91733, 1.09382, -0.54216], [-0.26799, -2.27332, 0.04400], [-1.49559, 1.88612, -0.45809], [1.83197, -1.51623, -0.67906], [1.97543, 2.02561, 0.64955], [0.32504, 2.04334, 0.99677], [0.73121, 2.38553, -0.55931]],
  "forces_ev_per_angstrom": [[0.0, 1.8, -2.5], [1.4, 1.5, 0.6], [3.9, 0.8, 0.8], [0.2, -1.1, -0.5], [-1.3, -0.8, -1.0], [-2.0, -1.2, 0.8], [-4.1, 4.6, 0.2], [4.5, -3.9, -1.0], [0.5, -2.3, 0.2], [0.0, -1.3, -0.2], [0.1, 0.3, 0.2], [-0.6, 0.6, 0.1], [0.3, 0.5, -0.3], [-1.7, -1.2, 0.6], [0.5, 0.0, 0.2], [0.3, -0.6, 0.7], [-0.3, 1.0, 0.2], [-0.4, -0.3, 0.3], [-0.2, -0.9, -0.1], [0.9, 0.2, 0.0], [-1.8, 1.4, 2.3], [-0.1, 0.9, -1.6]],
  "mulliken_charge": [-0.605, -0.556, -0.396, -0.189, -0.361, 0.477, -0.800, 1.358, -1.820, 0.783, -0.096, -0.142, -0.104, 0.377, 0.384, 0.379, 0.206, 0.300, 0.350, 0.453, 0.580, 0.423],
  "lumo_energy_ha": [-0.1942, -0.1943],
  "e_homo_ev": [-12.62, -12.62],
  "de_lowest_kj_mol": 0.00,
  "charge": 1
}